{
  "formula": "C4H6N2O",
  "method": "ωB97M-V/def2-TZVPD",
  "species": ["C", "C", "C", "C", "O", "N", "N", "H", "H", "H", "H", "H", "H"],
  "xyz": [[-1.977, -0.165, -0.111], [-0.589, 0.276, 0.342], [0.484, 0.124, -0.600], [1.836, -0.097, -0.166], [2.670, -0.713, -1.046], [2.133, 0.444, 0.927], [-0.336, 0.744, 1.517], [-2.739, 0.518, 0.280], [-2.186, -1.173, 0.267], [-2.072, -0.196, -1.203], [0.315, 0.330, -1.662], [3.573, -0.641, -0.698], [-1.113, 0.552, 2.159]],
  "atomic_forces_ev_per_a": [[-0.025, 0.024, -0.003], [-0.326, 0.145, 0.341], [-0.590, 0.216, -0.774], [-0.065, 0.610, 0.236], [0.176, 0.003, 0.196], [0.902, -0.337, -0.040], [-0.159, -0.778, -0.076], [0.174, -0.159, -0.050], [0.042, 0.141, -0.064], [0.097, 0.011, 0.226], [0.033, -0.286, 0.308], [-0.118, -0.036, -0.049], [-0.140, 0.445, -0.251]],
  "lowdin_charge": [-0.0456, -0.4354, 0.0496, -0.5711, 0.0638, 0.2598, 0.1415, 0.0771, 0.0838, 0.0730, 0.1235, 0.1158, 0.0642],
  "e_above_lowest_kj_mol": 419.9,
  "total_energy_ev": -9269.150,
  "homo_energy_ev": [-9.261, -8.922],
  "orbital_gap_ev": [7.9, 8.5]
}

{
  "formula": "C4H5NO",
  "method": "ωB97M-V/def2-TZVPD",
  "species": ["C", "C", "C", "O", "C", "N", "H", "H", "H", "H", "H"],
  "xyz": [[-1.028, -0.873, 0.745], [0.095, 0.031, 0.529], [0.820, 0.017, -0.761], [0.543, -0.787, -1.696], [0.604, 1.550, -0.991], [0.488, 2.673, -1.255], [-1.886, -0.357, 1.193], [-1.270, -1.382, -0.193], [-0.711, -1.621, 1.491], [0.451, 0.691, 1.321], [1.896, 0.059, -0.383]],
  "atomic_forces_ev_per_a": [[0.038, 0.071, -0.155], [-0.142, -0.190, 0.017], [-0.058, 0.016, 0.273], [0.024, 0.011, 0.035], [-0.036, 1.081, -0.354], [0.036, -1.071, 0.291], [0.143, -0.026, 0.001], [-0.004, 0.086, 0.133], [0.007, 0.077, -0.079], [-0.009, -0.056, -0.143], [0.001, 0.000, -0.020]],
  "lowdin_charge": [-0.0264, 0.0647, -0.6202, -0.0804, -0.1487, 0.1531, 0.1088, 0.0947, 0.1241, 0.1353, 0.1951],
  "e_above_lowest_kj_mol": 426.9,
  "total_energy_ev": -7762.102,
  "homo_energy_ev": [-9.299, -9.288],
  "orbital_gap_ev": [7.1, 7.1]
}

{
  "formula": "C9H16N6O4",
  "method": "ωB97M-V/def2-TZVPD",
  "species": ["C", "O", "C", "C", "N", "C", "N", "C", "N", "C", "N", "O", "O", "C", "N", "C", "C", "O", "N", "H", "H", "H", "H", "H", "H", "H", "H", "H", "H", "H", "H", "H", "H", "H", "H"],
  "xyz": [[-5.143, -0.605, 1.136], [-4.242, -0.453, 0.071], [-3.235, 0.500, 0.327], [-2.308, 0.554, -0.889], [-1.612, -0.690, -1.076], [-0.362, -0.918, -0.647], [0.067, -2.179, -0.737], [1.322, -2.439, -0.400], [1.716, -3.710, -0.503], [2.203, -1.400, 0.056], [3.530, -1.639, 0.347], [3.984, -2.783, 0.262], [4.263, -0.697, 0.679], [1.610, -0.093, 0.156], [2.291, 0.947, 0.645], [1.770, 2.289, 0.678], [2.135, 3.060, -0.601], [3.513, 3.308, -0.710], [0.350, 0.119, -0.208], [-5.867, -1.355, 0.826], [-4.631, -0.943, 2.045], [-5.662, 0.336, 1.355], [-2.660, 0.217, 1.222], [-3.682, 1.491, 0.501], [-2.908, 0.758, -1.780], [-1.559, 1.334, -0.751], [-2.169, -1.507, -1.276], [1.054, -4.379, -0.854], [2.678, -3.941, -0.283], [3.267, 0.772, 0.877], [0.684, 2.234, 0.769], [2.195, 2.802, 1.543], [1.657, 4.042, -0.586], [1.765, 2.499, -1.471], [3.984, 2.466, -0.723]],
  "atomic_forces_ev_per_a": [[-0.046, -0.022, 0.096], [0.207, 0.014, -0.267], [0.194, 0.167, -0.163], [-0.367, 0.150, 0.394], [-0.238, -0.189, -0.037], [0.620, -0.232, -0.041], [-0.258, -0.301, -0.089], [0.179, 0.084, 0.097], [0.236, -0.168, 0.016], [-1.032, 0.140, -0.281], [0.596, -0.054, 0.096], [0.180, 0.018, 0.065], [0.195, -0.104, 0.071], [0.206, -0.238, 0.092], [0.514, 0.012, 0.082], [-0.188, 0.458, -0.384], [-0.486, -0.204, 0.268], [0.508, -0.049, 0.053], [-0.137, 0.329, 0.051], [-0.041, 0.017, 0.093], [-0.034, 0.000, -0.020], [-0.002, -0.036, -0.002], [-0.031, 0.045, -0.061], [0.036, -0.069, -0.007], [0.066, 0.091, 0.053], [-0.168, -0.003, -0.079], [0.149, -0.012, 0.001], [-0.048, 0.053, -0.005], [-0.314, 0.022, -0.075], [-0.413, -0.071, -0.054], [0.103, 0.096, 0.090], [-0.066, -0.013, -0.040], [-0.043, -0.078, -0.012], [-0.038, 0.083, 0.088], [-0.040, 0.063, -0.090]],
  "lowdin_charge": [-0.1150, -0.1962, -0.2245, -0.1556, 0.0750, -0.3948, 0.1574, -0.3058, 0.1789, -0.0280, -0.3382, 0.0276, 0.0225, -0.2391, 0.0700, -0.1575, -0.2545, -0.0578, 0.1722, 0.0887, 0.0897, 0.0885, 0.1285, 0.1254, 0.1259, 0.1089, 0.1443, 0.1145, 0.0842, 0.1105, 0.1065, 0.1273, 0.1190, 0.1181, 0.0832],
  "smiles": "COCCNc1nc(N)c([N+](=O)[O-])c(NCCO)n1",
  "total_energy_ev": -26721.634,
  "homo_energy_ev": -8.906,
  "orbital_gap_ev": 8.9
}

{
  "formula": "ClNa2",
  "method": "ωB97M-V/def2-TZVPD",
  "species": ["Na", "Na", "Cl"],
  "xyz": [[-1.220, -2.276, -0.905], [0.975, 2.356, 0.901], [0.246, -0.080, 0.004]],
  "atomic_forces_ev_per_a": [[0.399, 0.564, 0.236], [-0.153, -0.581, -0.212], [-0.246, 0.017, -0.024]],
  "lowdin_charge": [0.6874, 0.6552, -0.3426],
  "e_above_lowest_kj_mol": 0.0,
  "total_energy_ev": -21352.104,
  "homo_energy_ev": -13.157,
  "orbital_gap_ev": 9.1,
  "total_charge": 1
}

Please write out number 2 again, unchanged.
{
  "formula": "C4H5NO",
  "method": "ωB97M-V/def2-TZVPD",
  "species": ["C", "C", "C", "O", "C", "N", "H", "H", "H", "H", "H"],
  "xyz": [[-1.028, -0.873, 0.745], [0.095, 0.031, 0.529], [0.820, 0.017, -0.761], [0.543, -0.787, -1.696], [0.604, 1.550, -0.991], [0.488, 2.673, -1.255], [-1.886, -0.357, 1.193], [-1.270, -1.382, -0.193], [-0.711, -1.621, 1.491], [0.451, 0.691, 1.321], [1.896, 0.059, -0.383]],
  "atomic_forces_ev_per_a": [[0.038, 0.071, -0.155], [-0.142, -0.190, 0.017], [-0.058, 0.016, 0.273], [0.024, 0.011, 0.035], [-0.036, 1.081, -0.354], [0.036, -1.071, 0.291], [0.143, -0.026, 0.001], [-0.004, 0.086, 0.133], [0.007, 0.077, -0.079], [-0.009, -0.056, -0.143], [0.001, 0.000, -0.020]],
  "lowdin_charge": [-0.0264, 0.0647, -0.6202, -0.0804, -0.1487, 0.1531, 0.1088, 0.0947, 0.1241, 0.1353, 0.1951],
  "e_above_lowest_kj_mol": 426.9,
  "total_energy_ev": -7762.102,
  "homo_energy_ev": [-9.299, -9.288],
  "orbital_gap_ev": [7.1, 7.1]
}